Entry 1:
ORCA calculation (wB97M-V/def2-TZVPD) on C25H20Cl3N3O2OsP as an isolated structure in a non-equilibrium geometry.

XYZ file:
```
55
Properties=species:S:1:pos:R:3
Os -0.36449 -0.37219 -0.64247
N -1.38129 1.43845 -1.28058
C -0.75226 1.96096 -2.47653
C -1.16079 3.10740 -3.08430
C -0.41156 3.54575 -4.21255
C 0.59920 2.84435 -4.76934
C 0.92213 1.59262 -4.26370
C 1.92018 0.73245 -4.79356
C 2.18161 -0.48161 -4.17362
C 1.58456 -0.77273 -2.93145
N 0.67923 0.05998 -2.42953
C 0.28441 1.15658 -3.07657
H -2.40812 1.30614 -1.38825
H -1.22426 2.04256 -0.48068
H -1.98353 3.71376 -2.64298
H -0.69792 4.50597 -4.64439
H 1.15553 3.29336 -5.61228
H 2.52880 1.02354 -5.65857
H 3.00284 -1.08879 -4.61410
H 1.85955 -1.62565 -2.33307
O 0.37370 -4.11418 0.41799
C 0.74652 -2.99132 0.34186
O 0.27741 -2.16326 -0.60100
C 1.99376 -2.47727 1.15446
P 1.67313 -0.93063 1.98703
C 1.72665 0.52733 0.92520
C 0.91377 1.62635 1.19518
C 1.09023 2.84231 0.57892
C 2.21454 2.96963 -0.18306
C 3.05094 1.89165 -0.54733
C 2.86453 0.65753 0.03698
C 0.10947 -1.08525 2.91123
C 0.24852 -1.34582 4.23702
C -0.83763 -1.64074 5.12739
C -2.05014 -1.65153 4.54926
C -2.21851 -1.72995 3.10824
C -1.19586 -1.10420 2.28862
H 2.84551 -2.43585 0.50223
H 2.14781 -3.24109 1.97672
H 0.14844 1.45299 1.97726
H 0.42370 3.68605 0.76846
H 2.49273 3.94667 -0.52364
H 3.96862 2.01342 -1.13838
H 3.46911 -0.20063 -0.10669
H 1.25862 -1.30469 4.67599
H -0.69170 -1.66906 6.17473
H -2.94306 -1.77486 5.11130
H -3.25289 -2.51764 1.38750
H -2.50012 -0.62463 0.96661
Cl -5.25194 -4.13033 2.02161
C -4.57109 -2.85097 3.02333
Cl -4.68987 -3.38020 4.70711
Cl -5.42476 -1.30279 2.86441
C -3.26745 -2.35141 2.48380
N -1.47647 -0.57853 1.10818
```

Highest occupied orbital energy (spin up / spin down) (eV): -17.593 / -17.588
2S+1: 5
Charge: +3
Kohn-Sham gap (spin up / spin down) (eV): 7.255 / 5.322
Total energy (a.u.): -3090.924576

=====

Entry 2:
ORCA calculation (wB97M-V/def2-TZVPD) on C25H20I2MnN3O4Te as an isolated structure in a non-equilibrium geometry.

XYZ file:
```
56
Properties=species:S:1:pos:R:3
Mn 0.10001 -0.02985 0.49667
I 0.01571 -4.20857 3.09340
C 1.47177 -2.69839 2.88728
C 2.74872 -2.86799 3.40455
C 3.67107 -1.85334 3.28475
I 5.57998 -2.15930 4.15305
C 3.36608 -0.65063 2.61569
C 4.22653 0.45634 2.47101
C 3.78948 1.56780 1.79047
C 2.52391 1.58251 1.20867
N 1.69513 0.56066 1.31263
C 2.07400 -0.52849 2.03168
C 1.05770 -1.52757 2.22760
O -0.15515 -1.31879 1.86899
H 3.00841 -3.78651 3.91167
H 5.21708 0.43003 2.90300
H 4.43176 2.43191 1.68801
H 2.15763 2.41973 0.62855
C 2.07943 -2.76633 -1.94018
C 1.20440 -1.56276 -1.69000
O 0.99878 -1.28287 -0.51287
C 0.75413 -0.76972 -2.84704
C 1.76464 -0.45282 -3.77006
C 1.53671 0.30356 -4.89678
C 0.24574 0.76972 -5.13964
C -0.77119 0.45244 -4.27332
C -0.57190 -0.34734 -3.12513
O -1.69492 -0.68412 -2.51977
H 1.80037 -3.55338 -1.24016
H 3.12422 -2.50707 -1.75228
H 1.97789 -3.13245 -2.95881
H 2.77574 -0.78624 -3.56263
H 2.35087 0.53586 -5.57156
H 0.03567 1.38236 -6.00828
H -1.78025 0.80521 -4.44111
Te -2.05779 -1.26083 -0.57702
N -2.99313 2.12572 2.20400
C -2.09141 1.09664 2.27044
N -2.50378 -0.05834 2.84837
O -0.93787 1.24639 1.88061
H -3.97404 1.91042 2.22587
H -2.71941 2.84346 1.55066
H -3.47780 -0.26982 2.95974
H -1.85072 -0.82865 2.78711
C -0.17003 1.20783 -0.65489
C -0.71590 2.29027 -1.33254
C 0.08051 3.20257 -2.08281
C -0.48230 4.31100 -2.67737
C -1.85105 4.56973 -2.57617
C -2.66040 3.66254 -1.88385
C -2.12235 2.54353 -1.28878
H 1.14402 3.00886 -2.17209
H 0.14986 4.98874 -3.24147
H -2.28091 5.45418 -3.03071
H -3.72978 3.83821 -1.81852
H -2.74796 1.81126 -0.79354
```

Highest occupied orbital energy (spin up / spin down) (eV): -2.132 / -3.559
2S+1: 2
Charge: -1
Kohn-Sham gap (spin up / spin down) (eV): 4.172 / 5.599
Total energy (a.u.): -3444.302078

=====

Entry 3:
ORCA calculation (wB97M-V/def2-TZVPD) on C25H20IN3O10PbSSeTe as an isolated structure.

XYZ file:
```
63
Properties=species:S:1:pos:R:3
Pb 1.94087 -0.86820 1.35946
C 4.46987 1.74672 -2.03417
C 3.26967 1.10005 -2.66137
N 2.99964 1.33565 -3.91786
C 1.88859 0.78341 -4.47064
C 1.08365 -0.10296 -3.81931
C -0.19005 -0.55755 -4.49509
O -1.36974 -0.09548 -3.83073
C 1.40490 -0.44437 -2.47171
C 0.66355 -1.48613 -1.81687
N 0.72306 -1.86326 -0.58558
C -0.17709 -2.87659 -0.15530
C -1.53512 -2.82314 -0.46498
C -2.42453 -3.73326 0.08179
C -1.97047 -4.73144 0.93050
C -0.61868 -4.82498 1.22822
C 0.25326 -3.90341 0.68340
I 2.30041 -4.01312 1.15345
C 2.43684 0.27036 -1.82728
O 2.68159 0.24154 -0.56231
H 5.09073 2.18593 -2.81118
H 5.04130 1.01419 -1.46126
H 4.15468 2.53155 -1.33980
H 1.66836 1.09180 -5.48761
H -0.21664 -1.64396 -4.62707
H -0.23208 -0.10638 -5.48286
H -1.53192 -0.62034 -3.04280
H 0.02235 -2.08309 -2.47295
H -1.88913 -2.01827 -1.09950
H -3.48222 -3.64905 -0.13851
H -2.66670 -5.43588 1.36705
H -0.25374 -5.58587 1.90398
O 4.10236 3.34237 1.67582
C 3.37815 2.25807 1.98255
O 3.83573 1.14526 1.99147
C 1.97383 2.59779 2.37755
C 1.72051 3.80108 3.00832
C 0.45799 4.01231 3.54008
C -0.49803 3.03177 3.39775
C -0.17888 1.89703 2.66435
N 1.03361 1.66878 2.17065
C -1.27478 0.85221 2.37179
O -2.46285 1.56313 2.20729
O -0.95007 0.08897 1.21238
H 4.99722 3.04993 1.45544
H 2.50330 4.54021 3.09440
H 0.23098 4.93309 4.06232
H -1.48862 3.13021 3.81431
H -3.18847 0.94371 2.36125
Te -0.87093 1.09410 -0.53275
C -2.86433 0.73013 -1.04454
C -3.65824 -0.33116 -0.72581
C -4.96735 -0.22269 -1.28288
C -5.12938 0.91229 -2.01425
S -3.70842 1.86596 -2.01451
H -3.33331 -1.15038 -0.09308
H -5.73857 -0.97073 -1.15192
H -6.00754 1.24965 -2.54648
O 0.95646 0.01668 4.53497
Se -0.19435 -1.04509 4.15740
O -0.96613 -1.79068 5.33630
O 0.26878 -2.01530 2.92213
O -1.51389 -0.03321 3.43658
```

Highest occupied orbital energy (eV): -8.079
2S+1: 1
Kohn-Sham gap (eV): 7.555
Total energy (a.u.): -5439.474479

=====

Entry 4:
ORCA calculation (wB97M-V/def2-TZVPD) on C25H20MnN9O7S4 as an isolated structure.

XYZ file:
```
66
Properties=species:S:1:pos:R:3
Mn 0.03147 -0.04918 0.06222
N -1.73463 0.28305 3.13354
C -0.38710 0.19414 3.22935
N 0.41933 0.13358 2.20064
C 1.74613 0.05862 2.60899
C 1.93620 0.04004 3.94184
S 0.41355 0.10499 4.75570
C 2.75316 0.07892 1.55089
C 4.09441 -0.01212 1.65102
S 4.79608 0.07394 0.07271
C 3.21277 0.23854 -0.61299
N 2.25678 0.22606 0.27491
N 3.00842 0.40980 -1.93632
H -2.08934 0.44297 2.19520
H -2.22784 0.71665 3.89372
H 2.86290 -0.00599 4.48600
H 4.70001 -0.16287 2.52722
H 3.72502 0.12713 -2.57976
H 2.04578 0.36964 -2.26092
S -0.37598 0.10878 -2.22830
C -1.15005 1.66982 -2.41231
C -1.76518 1.99528 -3.61818
C -2.39729 3.22017 -3.79173
C -3.02160 3.51925 -5.04898
N -3.51024 3.75553 -6.06231
C -2.41981 4.14100 -2.73572
C -1.80919 3.81828 -1.53139
C -1.17467 2.59231 -1.35493
S -0.38941 2.22872 0.16451
C -3.06960 5.41371 -2.87147
N -3.59232 6.43445 -2.95222
H -1.75526 1.28256 -4.43237
H -1.83005 4.53201 -0.71854
C -4.26210 -0.48154 -1.17948
N -3.98303 -1.55121 -0.22580
C -4.78906 -2.76902 -0.22872
C -2.87803 -1.43320 0.51424
C -2.49643 -2.54130 1.43839
O -2.17795 -0.40278 0.38007
H -5.15249 -0.74050 -1.74459
H -3.42143 -0.35027 -1.86137
H -4.42269 0.46487 -0.66240
H -5.56951 -2.66177 -0.97564
H -5.26395 -2.93590 0.73903
H -4.18730 -3.64048 -0.49128
H -3.34871 -3.09993 1.81644
H -1.92640 -2.13135 2.26976
H -1.84833 -3.22942 0.89595
O 1.82554 -2.55766 1.29365
C 0.93690 -2.81394 0.49720
O 0.27475 -1.91021 -0.18361
C 0.47798 -4.22405 0.23972
C 1.01821 -5.23386 1.03118
C 0.51033 -6.52650 0.85058
C -0.49594 -6.82152 -0.03575
C -1.04228 -5.78034 -0.80764
C -0.52248 -4.47123 -0.68713
N -2.12376 -6.02862 -1.63387
O -2.56772 -7.20883 -1.73586
O -2.66122 -5.04197 -2.22738
N 1.05086 -7.61424 1.67204
O 1.92468 -7.33537 2.47867
O 0.61925 -8.74264 1.51236
H 1.79245 -5.02705 1.75063
H -0.88694 -7.82139 -0.12949
H -0.94475 -3.67908 -1.28370
```

Highest occupied orbital energy (spin up / spin down) (eV): -2.741 / -5.960
2S+1: 6
Charge: -1
Kohn-Sham gap (spin up / spin down) (eV): 3.447 / 7.576
Total energy (a.u.): -4727.995444